(1)
{
  "formula": "C40H57B3F9Hg2N3O30PS",
  "method": "the ωB97M-V functional and the def2-TZVPD basis",
  "charge": -1,
  "e_lumo_ev": -2.0,
  "symbols": ["Hg", "Hg", "O", "C", "O", "B", "O", "C", "O", "O", "C", "O", "C", "O", "O", "O", "C", "O", "B", "O", "C", "O", "O", "C", "O", "C", "O", "O", "O", "C", "O", "B", "O", "C", "O", "O", "C", "O", "C", "O", "O", "P", "F", "F", "F", "F", "F", "F", "C", "F", "F", "F", "S", "O", "O", "O", "C", "C", "C", "C", "C", "C", "N", "O", "C", "C", "C", "H", "H", "H", "H", "H", "H", "H", "H", "H", "H", "H", "H", "H", "H", "H", "H", "H", "H", "H", "C", "C", "C", "C", "C", "C", "N", "O", "C", "C", "C", "H", "H", "H", "H", "H", "H", "H", "H", "H", "H", "H", "H", "H", "H", "H", "H", "H", "H", "H", "C", "C", "C", "C", "C", "C", "N", "O", "C", "C", "C", "H", "H", "H", "H", "H", "H", "H", "H", "H", "H", "H", "H", "H", "H", "H", "H", "H", "H", "H"],
  "positions_angstrom": [[20.302, -0.679, 1.081], [24.641, -6.354, 0.887], [22.467, -6.799, 1.404], [21.265, -6.689, 1.503], [20.637, -6.260, 2.565], [19.179, -6.292, 2.317], [19.005, -6.728, 0.925], [20.193, -6.910, 0.387], [20.443, -7.134, -0.753], [18.725, -4.908, 2.502], [17.656, -4.873, 3.245], [16.983, -3.906, 3.457], [17.575, -6.287, 3.925], [18.470, -7.080, 3.299], [16.839, -6.601, 4.798], [18.867, -7.538, -3.378], [18.198, -6.671, -2.903], [18.512, -5.384, -2.875], [17.732, -4.646, -1.890], [16.767, -5.636, -1.403], [16.985, -6.815, -1.948], [16.364, -7.815, -1.730], [18.536, -4.017, -0.816], [18.267, -2.735, -0.759], [18.724, -1.952, 0.045], [17.219, -2.417, -1.849], [17.025, -3.502, -2.537], [16.734, -1.336, -2.050], [23.835, -5.720, -1.071], [23.337, -4.861, -1.796], [23.602, -3.599, -1.689], [22.670, -2.905, -2.645], [22.101, -3.919, -3.531], [22.311, -5.103, -2.947], [21.940, -6.151, -3.339], [21.557, -2.355, -1.756], [21.609, -1.044, -1.858], [20.949, -0.282, -1.180], [22.591, -0.653, -2.939], [23.159, -1.782, -3.406], [22.857, 0.473, -3.194], [22.166, -2.857, 2.397], [22.973, -4.059, 1.661], [23.583, -2.419, 3.039], [22.412, -1.844, 1.140], [21.329, -1.574, 3.050], [20.779, -3.293, 1.689], [21.817, -3.770, 3.662], [24.305, 1.154, 2.234], [25.394, 1.915, 2.232], [24.631, 0.008, 1.636], [23.899, 0.926, 3.477], [22.886, 1.934, 1.191], [22.467, 3.135, 1.876], [23.467, 2.099, -0.139], [21.902, 0.840, 1.199], [26.941, -8.436, 0.435], [27.556, -7.973, 1.786], [28.728, -7.037, 1.404], [29.138, -6.206, 2.588], [27.912, -5.395, 3.045], [26.717, -6.229, 3.515], [26.480, -7.183, 2.420], [25.243, -7.878, 2.543], [27.071, -6.973, 4.819], [25.487, -5.367, 3.815], [28.147, -9.174, 2.527], [26.130, -9.142, 0.621], [27.665, -8.996, -0.162], [26.671, -7.603, -0.222], [29.558, -7.702, 1.145], [28.568, -6.489, 0.474], [29.999, -5.574, 2.362], [29.558, -6.829, 3.382], [27.676, -4.666, 2.269], [28.288, -4.820, 3.896], [28.043, -7.459, 4.783], [27.114, -6.325, 5.697], [26.303, -7.685, 5.143], [24.684, -5.882, 4.342], [25.690, -4.462, 4.381], [25.017, -5.096, 2.862], [28.649, -8.902, 3.457], [28.877, -9.659, 1.887], [27.359, -9.832, 2.906], [25.291, -8.349, 3.397], [22.091, -7.197, 9.050], [22.343, -6.314, 7.794], [21.144, -6.533, 6.868], [21.079, -5.545, 5.686], [21.121, -4.158, 6.343], [22.236, -3.806, 7.335], [22.418, -4.930, 8.268], [23.430, -4.677, 9.222], [23.559, -3.473, 6.537], [21.755, -2.582, 8.064], [23.629, -6.834, 7.104], [22.978, -7.173, 9.685], [21.915, -8.225, 8.727], [21.231, -6.879, 9.636], [21.064, -7.574, 6.550], [20.232, -6.319, 7.433], [20.068, -5.589, 5.281], [21.781, -5.840, 4.909], [20.151, -3.935, 6.790], [21.228, -3.445, 5.520], [23.291, -2.722, 5.799], [24.432, -3.362, 7.180], [23.812, -4.391, 5.996], [20.838, -2.722, 8.634], [22.545, -2.205, 8.718], [21.562, -1.816, 7.307], [23.647, -7.914, 7.248], [24.513, -6.396, 7.574], [23.599, -6.551, 6.055], [24.230, -4.941, 8.736], [17.081, 0.336, 4.407], [17.373, -0.458, 3.112], [16.037, -1.001, 2.601], [15.249, 0.069, 1.906], [16.055, 0.641, 0.767], [17.376, 1.291, 1.193], [18.090, 0.306, 2.080], [19.297, 0.890, 2.566], [18.159, 1.425, -0.098], [17.132, 2.648, 1.831], [18.221, -1.632, 3.601], [16.642, -0.294, 5.182], [16.372, 1.165, 4.343], [18.028, 0.675, 4.839], [16.141, -1.897, 1.986], [15.397, -1.317, 3.430], [14.887, 0.859, 2.572], [14.331, -0.364, 1.497], [15.404, 1.377, 0.283], [16.212, -0.135, 0.016], [17.683, 2.008, -0.885], [19.088, 1.981, 0.094], [18.477, 0.464, -0.493], [16.361, 2.715, 2.599], [18.074, 3.104, 2.147], [16.752, 3.337, 1.071], [18.384, -2.404, 2.842], [17.728, -2.195, 4.397], [19.174, -1.367, 4.061], [19.036, 1.578, 3.205]],
  "lowdin_charge": [1.330, 1.380, 0.005, -0.327, 0.246, -0.915, 0.271, -0.359, 0.201, 0.224, -0.365, 0.115, -0.360, 0.237, 0.167, 0.155, -0.390, 0.227, -0.864, 0.234, -0.393, 0.145, 0.266, -0.322, 0.044, -0.391, 0.253, 0.144, -0.005, -0.315, 0.276, -0.835, 0.258, -0.363, 0.217, 0.222, -0.355, 0.072, -0.356, 0.253, 0.208, 0.234, -0.170, -0.133, -0.182, -0.202, -0.138, -0.120, -0.663, 0.131, 0.114, 0.135, 0.525, -0.310, -0.306, -0.425, -0.041, -0.487, -0.142, -0.172, -0.109, -0.493, -0.122, -0.085, -0.007, -0.005, -0.011, 0.089, 0.100, 0.068, 0.125, 0.128, 0.123, 0.106, 0.134, 0.132, 0.066, 0.102, 0.087, 0.071, 0.110, 0.045, 0.070, 0.097, 0.094, 0.127, -0.038, -0.505, -0.130, -0.149, -0.134, -0.499, -0.107, -0.010, 0.003, -0.041, -0.026, 0.075, 0.078, 0.087, 0.125, 0.126, 0.107, 0.093, 0.127, 0.096, 0.082, 0.076, 0.044, 0.089, 0.082, 0.092, 0.083, 0.072, 0.045, 0.070, -0.030, -0.474, -0.132, -0.192, -0.136, -0.489, -0.084, -0.087, -0.038, -0.021, -0.055, 0.090, 0.071, 0.082, 0.124, 0.129, 0.106, 0.119, 0.129, 0.106, 0.103, 0.091, 0.050, 0.076, 0.087, 0.093, 0.066, 0.088, 0.076, 0.107]
}


(2)
{
  "formula": "C40H57B3F9NO18S",
  "method": "the ωB97M-V functional and the def2-TZVPD basis",
  "charge": 0,
  "e_lumo_ev": -0.9,
  "symbols": ["C", "C", "C", "C", "C", "B", "O", "B", "C", "C", "C", "C", "C", "F", "F", "C", "F", "F", "S", "F", "F", "F", "F", "F", "O", "B", "N", "C", "O", "O", "H", "H", "H", "H", "H", "H", "H", "H", "H", "H", "H", "H", "H", "H", "H", "O", "C", "O", "C", "C", "C", "H", "H", "H", "H", "H", "H", "O", "C", "O", "C", "C", "C", "H", "H", "H", "H", "H", "H", "O", "C", "O", "C", "C", "C", "H", "H", "H", "H", "H", "H", "O", "C", "O", "C", "C", "C", "H", "H", "H", "H", "H", "H", "O", "C", "O", "C", "C", "C", "H", "H", "H", "H", "H", "H", "O", "C", "O", "C", "C", "C", "H", "H", "H", "H", "H", "H", "O", "C", "O", "C", "C", "C", "H", "H", "H", "H", "H", "H"],
  "positions_angstrom": [[9.051, -2.995, 3.629], [7.963, -2.330, 3.686], [6.604, -1.548, 3.959], [6.596, -0.147, 3.155], [6.291, 1.049, 4.186], [5.830, 2.392, 3.409], [4.576, 2.986, 3.849], [3.785, 2.962, 2.628], [2.518, 1.984, 2.457], [1.164, 2.675, 2.986], [-0.043, 1.755, 2.428], [-1.492, 2.365, 2.752], [-2.246, 1.646, 3.959], [-2.617, 2.722, 4.846], [-1.380, 0.853, 4.767], [-3.616, 0.940, 3.595], [-4.224, 0.549, 4.813], [-4.478, 1.938, 3.070], [-3.587, -0.468, 2.386], [-1.960, -0.670, 2.428], [-3.776, -1.536, 3.670], [-5.271, -0.389, 2.319], [-3.563, 0.496, 1.050], [-3.671, -1.779, 1.380], [4.280, 3.856, 1.584], [5.568, 3.276, 1.264], [5.792, 2.946, -0.182], [5.593, 1.712, -0.384], [5.153, 0.585, -0.415], [6.526, 3.004, 2.309], [10.018, -3.508, 3.869], [6.550, -1.316, 5.066], [5.761, -2.234, 3.621], [5.729, -0.175, 2.419], [7.571, 0.016, 2.604], [5.432, 0.722, 4.871], [7.164, 1.288, 4.878], [2.348, 1.765, 1.346], [2.675, 1.047, 3.079], [1.051, 3.697, 2.499], [1.141, 2.699, 4.119], [0.062, 1.808, 1.282], [0.110, 0.693, 2.788], [-1.302, 3.459, 3.037], [-2.128, 2.428, 1.802], [0.010, 1.065, -0.239], [0.660, 1.190, -1.246], [1.868, 1.808, -1.296], [2.311, 1.879, -2.658], [1.558, 0.783, -3.377], [0.247, 0.739, -2.618], [2.074, 2.873, -3.049], [3.390, 1.730, -2.701], [1.441, 0.969, -4.445], [2.083, -0.169, -3.256], [-0.480, 1.445, -3.021], [-0.169, -0.269, -2.592], [-0.353, -2.794, -5.395], [-1.177, -3.064, -4.563], [-0.972, -2.935, -3.223], [-2.112, -3.445, -2.516], [-3.252, -3.393, -3.508], [-2.547, -3.631, -4.828], [-1.891, -4.465, -2.190], [-2.306, -2.828, -1.638], [-4.041, -4.116, -3.295], [-3.700, -2.395, -3.506], [-2.454, -4.695, -5.055], [-3.037, -3.105, -5.647], [4.726, -4.885, 3.183], [5.689, -5.566, 2.940], [6.938, -5.066, 2.742], [7.819, -6.134, 2.369], [7.160, -7.395, 2.881], [5.688, -7.062, 2.767], [7.926, -6.133, 1.280], [8.799, -5.975, 2.821], [7.452, -8.289, 2.328], [7.421, -7.549, 3.932], [5.290, -7.306, 1.779], [5.104, -7.548, 3.547], [-0.166, -7.098, 0.406], [0.135, -5.934, 0.418], [-0.675, -4.936, -0.032], [0.030, -3.689, 0.024], [1.127, -3.896, 1.045], [1.453, -5.367, 0.879], [0.426, -3.467, -0.972], [-0.655, -2.892, 0.317], [1.983, -3.237, 0.897], [0.735, -3.719, 2.051], [2.203, -5.533, 0.102], [1.766, -5.819, 1.819], [-0.872, 3.945, -0.386], [-1.216, 4.319, -1.475], [-0.880, 3.691, -2.637], [-1.360, 4.460, -3.750], [-2.480, 5.310, -3.193], [-2.026, 5.555, -1.767], [-0.534, 5.064, -4.139], [-1.710, 3.791, -4.537], [-2.649, 6.225, -3.763], [-3.412, 4.738, -3.188], [-1.379, 6.431, -1.690], [-2.871, 5.639, -1.085], [-2.792, 3.702, -6.522], [-3.042, 4.815, -6.906], [-2.132, 5.825, -6.949], [-2.784, 7.037, -7.349], [-4.034, 6.596, -8.077], [-4.391, 5.309, -7.359], [-3.009, 7.624, -6.454], [-2.119, 7.616, -7.992], [-4.828, 7.343, -8.061], [-3.797, 6.379, -9.123], [-5.016, 5.492, -6.482], [-4.866, 4.593, -8.028], [-10.816, 0.430, 1.175], [-10.040, -0.363, 1.636], [-9.663, -1.510, 1.008], [-8.817, -2.274, 1.878], [-8.255, -1.275, 2.864], [-9.381, -0.269, 2.988], [-9.422, -3.044, 2.365], [-8.033, -2.758, 1.294], [-7.962, -1.725, 3.813], [-7.374, -0.788, 2.436], [-10.103, -0.557, 3.756], [-9.005, 0.737, 3.172]],
  "lowdin_charge": [0.050, -0.109, -0.164, -0.182, -0.075, -0.433, 0.208, -0.427, -0.056, -0.165, -0.191, -0.065, -0.315, 0.028, 0.057, -0.334, 0.072, 0.064, 0.967, -0.142, -0.176, -0.198, -0.149, -0.163, 0.234, -0.513, 0.280, -0.220, 0.140, 0.250, 0.039, 0.111, 0.107, 0.110, 0.121, 0.123, 0.124, 0.116, 0.127, 0.125, 0.123, 0.067, 0.111, 0.138, 0.121, 0.081, -0.449, 0.031, -0.151, -0.143, -0.066, 0.126, 0.119, 0.123, 0.124, 0.117, 0.119, 0.116, -0.479, 0.008, -0.167, -0.156, -0.078, 0.125, 0.123, 0.121, 0.122, 0.136, 0.129, 0.103, -0.474, 0.001, -0.164, -0.163, -0.083, 0.130, 0.118, 0.119, 0.122, 0.134, 0.129, 0.116, -0.475, 0.011, -0.170, -0.153, -0.079, 0.124, 0.122, 0.122, 0.124, 0.135, 0.127, 0.131, -0.454, 0.006, -0.152, -0.159, -0.072, 0.135, 0.104, 0.113, 0.126, 0.136, 0.130, 0.109, -0.476, 0.022, -0.160, -0.161, -0.076, 0.125, 0.128, 0.120, 0.123, 0.135, 0.131, 0.115, -0.480, 0.027, -0.160, -0.164, -0.078, 0.127, 0.126, 0.124, 0.093, 0.133, 0.129]
}


(3)
{
  "formula": "C40H57FGe2N3O6PReS3",
  "method": "the ωB97M-V functional and the def2-TZVPD basis",
  "charge": 3,
  "spin_multiplicity": 3,
  "e_lumo_ev": [-7.4, -7.4],
  "relative_energy_ev": 0.868,
  "symbols": ["Re", "F", "C", "C", "C", "C", "O", "C", "C", "N", "C", "C", "C", "C", "C", "C", "N", "C", "C", "N", "C", "C", "C", "O", "O", "H", "H", "H", "H", "H", "H", "H", "H", "H", "H", "H", "H", "H", "H", "H", "H", "H", "H", "C", "Ge", "C", "C", "Ge", "C", "C", "C", "C", "C", "C", "C", "C", "C", "C", "C", "C", "H", "H", "H", "H", "H", "H", "H", "H", "H", "H", "H", "H", "H", "H", "H", "H", "H", "H", "H", "C", "S", "C", "O", "H", "H", "H", "H", "H", "H", "C", "C", "C", "O", "P", "S", "S", "O", "C", "C", "C", "H", "H", "H", "H", "H", "H", "H", "H", "H", "H", "H", "H", "H", "H"],
  "positions_angstrom": [[-0.278, -1.116, -1.271], [-1.661, 1.539, 4.832], [-0.615, 1.856, 4.051], [-0.517, 1.266, 2.826], [0.524, 1.626, 1.957], [0.657, 0.995, 0.661], [-0.219, 0.120, 0.333], [1.756, 1.376, -0.128], [2.624, 2.336, 0.357], [2.490, 2.949, 1.529], [3.483, 3.929, 1.941], [3.968, 4.929, 0.938], [3.073, 5.369, 2.057], [1.449, 2.596, 2.379], [1.349, 3.158, 3.658], [0.326, 2.802, 4.521], [0.260, 3.373, 5.799], [-0.414, 2.703, 6.898], [0.246, 3.095, 8.211], [0.203, 4.589, 8.368], [0.864, 5.275, 7.206], [0.198, 4.818, 5.919], [2.111, 0.807, -1.471], [3.109, 1.196, -2.036], [1.321, -0.107, -1.965], [-1.252, 0.535, 2.521], [3.474, 2.617, -0.251], [4.194, 3.525, 2.651], [3.540, 4.910, -0.053], [5.015, 5.188, 0.973], [2.053, 5.615, 1.797], [3.498, 5.947, 2.865], [2.103, 3.854, 3.991], [-0.326, 1.623, 6.798], [-1.486, 2.942, 6.935], [1.298, 2.813, 8.228], [-0.266, 2.655, 9.065], [0.651, 4.865, 9.244], [-0.773, 4.895, 8.433], [1.914, 4.987, 7.237], [0.771, 6.350, 7.353], [0.702, 5.295, 5.081], [-0.847, 5.167, 5.904], [2.207, 0.412, -5.341], [0.270, 0.502, -5.506], [-0.468, 2.280, -5.136], [-0.258, -0.228, -7.251], [-0.937, -1.095, -4.040], [-2.860, -1.218, -4.256], [-3.434, -0.386, -5.221], [-4.804, -0.379, -5.435], [-5.625, -1.197, -4.673], [-5.071, -2.029, -3.708], [-3.701, -2.043, -3.504], [0.027, -2.725, -3.617], [1.434, -2.684, -3.659], [2.164, -3.847, -3.833], [1.503, -5.056, -4.006], [0.115, -5.115, -3.975], [-0.619, -3.969, -3.750], [2.620, 1.233, -5.930], [2.573, -0.520, -5.772], [2.568, 0.512, -4.322], [-0.056, 3.007, -5.835], [-0.201, 2.595, -4.127], [-1.552, 2.290, -5.240], [0.264, 0.327, -8.030], [-1.326, -0.162, -7.448], [0.047, -1.272, -7.331], [-2.811, 0.263, -5.827], [-5.229, 0.258, -6.199], [-6.693, -1.197, -4.838], [-5.708, -2.680, -3.126], [-3.291, -2.707, -2.755], [1.943, -1.733, -3.595], [3.246, -3.810, -3.872], [2.071, -5.962, -4.175], [-0.389, -6.060, -4.115], [-1.699, -4.028, -3.725], [-3.758, 0.288, -0.465], [-2.472, 1.338, -1.127], [-3.396, 2.151, -2.419], [-1.593, 0.367, -1.977], [-4.491, 0.931, 0.022], [-3.303, -0.375, 0.268], [-4.212, -0.285, -1.272], [-4.177, 2.748, -1.951], [-3.817, 1.397, -3.081], [-2.711, 2.801, -2.958], [-1.946, -5.215, 2.258], [-0.858, -4.247, 2.669], [0.150, -4.860, 3.615], [-0.078, -3.696, 1.541], [-0.269, -3.899, -0.009], [-0.200, -5.651, -0.729], [-1.868, -2.695, -0.629], [0.872, -2.780, -0.504], [2.353, -2.810, -0.295], [2.667, -1.988, 0.936], [2.892, -4.218, -0.218], [-2.522, -5.465, 3.149], [-1.535, -6.134, 1.849], [-2.633, -4.778, 1.533], [-1.308, -3.354, 3.110], [0.618, -5.730, 3.156], [-0.351, -5.184, 4.526], [0.924, -4.142, 3.884], [2.712, -2.320, -1.203], [2.257, -2.464, 1.825], [2.264, -0.975, 0.857], [3.748, -1.914, 1.046], [2.479, -4.764, 0.629], [3.971, -4.145, -0.074], [2.700, -4.779, -1.128]],
  "mulliken_spin": [1.651, 0.000, 0.003, 0.000, 0.004, 0.016, 0.028, 0.021, -0.001, 0.000, 0.000, 0.000, 0.000, -0.001, 0.000, -0.001, 0.000, 0.000, 0.000, 0.000, 0.000, 0.000, 0.003, 0.020, 0.050, -0.008, 0.000, 0.000, 0.000, 0.000, 0.000, 0.000, 0.000, 0.000, 0.000, 0.000, 0.000, 0.000, 0.000, 0.000, 0.000, 0.000, 0.000, 0.003, -0.006, 0.003, 0.000, 0.037, 0.010, 0.003, 0.001, -0.002, 0.000, -0.009, 0.002, -0.033, 0.005, -0.002, 0.001, -0.013, 0.000, 0.000, -0.001, 0.000, -0.002, 0.000, 0.000, 0.000, 0.000, 0.000, 0.000, 0.000, 0.000, -0.010, -0.018, 0.000, 0.000, 0.000, -0.001, 0.000, -0.005, -0.001, 0.032, -0.001, -0.003, 0.001, 0.000, 0.000, 0.000, 0.001, -0.002, 0.001, -0.010, 0.056, 0.014, 0.092, 0.086, -0.009, 0.000, -0.001, 0.000, 0.000, 0.001, 0.003, 0.000, 0.000, 0.000, -0.005, 0.000, 0.001, -0.001, 0.000, 0.000, 0.000]
}